# 1
42
Properties=species:S:1:pos:R:3:forces:R:3:mulliken_charge:R:1 method="wB97M-V/def2-TZVPD" homo_lumo_gap_ev=9.29 multiplicity=1 total_charge=0
C 0.97564 -3.81490 -2.92581 0.2122 0.0518 -0.1063 -1.158
C 2.00723 -2.92211 -3.60510 -0.1757 0.1359 -0.0095 -0.462
C 1.77391 -1.43403 -3.34614 0.1874 -0.1861 0.1653 -0.398
C 1.99596 -1.04847 -1.88317 -0.1253 -0.1609 -0.1905 -0.754
N 1.85030 0.37623 -1.68092 0.3332 -0.1127 -0.1928 -0.118
C 0.81870 0.91467 -1.00203 0.4164 0.4654 -0.1560 0.663
O -0.02495 0.25373 -0.43378 -0.2478 -0.2047 0.0939 -0.642
C 0.80248 2.43986 -1.00983 -0.3491 -0.0934 0.1534 -1.084
C -0.09471 2.97015 0.10462 0.3006 0.0214 0.0252 0.306
S 0.52638 2.55893 1.75587 -0.1065 -0.0573 0.1019 -0.393
C -1.00199 1.71601 2.19327 0.8330 0.3938 0.2215 0.564
N -1.27772 1.17232 3.28398 -0.6822 -0.2709 -0.1138 -0.320
C -0.32864 1.07719 4.34952 0.3273 0.0023 0.0556 -0.487
C 0.15412 -0.36436 4.48781 -0.0396 0.3008 0.0239 -1.052
N -1.89030 1.78947 1.15346 -0.6015 0.0573 -0.1534 0.022
C -3.15962 1.08968 1.23300 -0.2926 -0.1899 -0.0478 -0.755
C -2.96099 -0.41513 1.11811 0.0184 0.1583 -0.0170 -0.895
C -1.49067 2.37395 -0.00624 0.0615 0.3582 0.0408 0.095
O -2.17037 2.48030 -0.99905 0.0081 -0.0143 -0.2080 -0.668
H -0.03028 -3.52269 -3.21777 -0.1488 0.0022 0.0041 0.304
H 1.12877 -4.85202 -3.21485 -0.0506 -0.1141 0.0390 0.358
H 1.05206 -3.75042 -1.84400 -0.0652 -0.0426 0.1408 0.311
H 1.96884 -3.09378 -4.68309 0.0989 -0.0249 0.0072 0.306
H 3.00829 -3.19492 -3.26292 0.0771 -0.0218 -0.0758 0.303
H 2.45984 -0.85358 -3.97003 -0.0435 0.0668 -0.0312 0.337
H 0.75422 -1.16827 -3.63201 -0.0269 0.0823 -0.0326 0.246
H 1.25268 -1.52378 -1.24173 0.1595 0.0005 -0.0064 0.316
H 2.99706 -1.35590 -1.56215 -0.0924 -0.0538 0.0199 0.274
H 2.48576 0.97959 -2.17877 -0.1172 0.0692 0.1134 0.281
H 0.38538 2.76568 -1.96740 0.0630 0.0195 0.0107 0.374
H 1.81315 2.83792 -0.90570 -0.0238 -0.0032 -0.0769 0.453
H -0.16625 4.05970 0.03042 -0.1291 -0.1830 -0.0677 0.503
H -0.83986 1.38500 5.26651 0.1906 0.0471 -0.0140 0.329
H 0.53075 1.74460 4.17619 -0.0390 -0.0401 0.2366 0.315
H 0.84520 -0.44748 5.32229 0.0940 -0.0819 0.0933 0.403
H -0.69242 -1.02425 4.65861 -0.0569 -0.0841 0.0144 0.297
H 0.65920 -0.67457 3.57609 0.0549 -0.0697 -0.0740 0.222
H -3.76435 1.46484 0.40406 0.0560 0.0022 0.1819 0.436
H -3.62393 1.34613 2.18779 0.0039 0.0222 -0.1237 0.345
H -3.92512 -0.91266 1.06258 -0.1074 -0.0838 0.0063 0.405
H -2.38604 -0.64101 0.22396 0.0100 -0.0715 -0.0891 0.213
H -2.41770 -0.78159 1.98435 0.0150 -0.0926 0.0375 0.206

***

# 2
44
Properties=species:S:1:pos:R:3:forces:R:3:mulliken_charge:R:1 method="wB97M-V/def2-TZVPD" smiles="CC[C@@H](C)[C@@H](NC(=O)[C@@H](CC(=O)O)NC(C)=O)C(=O)NC" homo_lumo_gap_ev=9.96 multiplicity=1 total_charge=0
C 3.40277 -2.95332 1.48363 -0.5941 0.5426 -0.4388 -1.377
C 3.08666 -1.48316 1.15857 -0.6020 -0.5384 0.1414 -0.493
C 1.60074 -1.32391 0.73640 0.7541 -0.5531 -0.2595 0.138
C 0.66902 -1.82082 1.83335 -0.4815 0.2327 -0.3069 -1.578
C 1.29793 0.10056 0.29490 -0.4110 0.1938 -0.0779 0.058
N -0.07988 0.18107 -0.18130 -0.5021 0.6262 -0.3056 0.218
C -0.51391 1.26086 -0.87415 0.4417 -0.2664 -0.9760 0.653
O 0.24874 2.16114 -1.21701 0.0629 0.0443 0.4287 -0.904
C -1.98245 1.33393 -1.37950 0.3984 -0.3812 -0.6001 0.247
C -2.10019 2.35316 -2.57757 -0.6405 -1.0209 -0.2454 -1.166
C -1.35605 1.98094 -3.87366 0.8256 -1.5369 -0.8823 0.533
O -1.83801 1.34135 -4.80783 0.3190 1.4252 1.9043 -0.583
O -0.03850 2.30905 -3.90836 -1.1744 -0.3406 -0.7458 -0.501
N -2.52642 0.00829 -1.77098 0.6909 1.8682 -2.1998 -0.166
C -2.76928 -0.97686 -0.92352 -1.1309 -1.4388 -1.1876 0.889
C -3.21242 -2.28508 -1.53002 -0.6568 -0.1845 -0.3561 -1.272
O -2.69254 -0.86470 0.26982 0.5653 0.4543 2.2425 -0.676
C 1.56582 1.10549 1.41016 1.1600 1.7188 -0.0361 -0.189
O 2.69735 1.53958 1.56776 0.3144 -0.5345 0.0544 -0.669
N 0.55663 1.60589 2.14702 -1.7252 -0.9601 -0.0195 0.005
C 0.68799 2.56134 3.24205 0.5807 -0.1468 -0.6678 -1.023
H 2.97348 -3.61172 0.70114 0.4923 0.1172 0.4490 0.302
H 2.95140 -3.19091 2.44662 0.1066 -0.2950 -0.0620 0.324
H 4.47581 -3.04562 1.57102 0.2377 -0.4255 -0.0683 0.442
H 3.27324 -0.92298 2.07434 -0.0115 0.3257 -0.1293 0.268
H 3.76600 -1.10252 0.39522 -0.1330 0.0667 -0.0686 0.466
H 1.43818 -1.92457 -0.18112 0.1215 0.0090 0.3753 0.432
H 0.80444 -1.22564 2.72742 -0.0348 0.2596 0.2961 0.298
H 0.86787 -2.84832 2.12137 -0.0871 -0.1233 -0.2252 0.477
H -0.38400 -1.73267 1.51555 0.2937 -0.2491 0.3528 0.330
H 1.97694 0.35213 -0.53990 -0.3136 0.1276 0.4966 0.520
H -0.77582 -0.48297 0.13147 0.0399 0.0625 0.1102 -0.157
H -2.55107 1.73616 -0.54434 -0.3253 -0.0610 0.0438 0.280
H -3.14820 2.41765 -2.86429 -0.1554 -0.2575 0.0755 0.431
H -1.84710 3.34812 -2.27239 0.5319 0.3725 0.3845 0.466
H 0.27717 2.46846 -3.01211 0.0725 0.3441 0.7342 0.462
H -2.61234 -0.16497 -2.79273 0.1660 0.2045 1.1888 0.317
H -2.36252 -2.94602 -1.70623 -0.0385 0.0450 0.0776 0.276
H -3.91598 -2.74773 -0.84152 0.2894 -0.1266 0.2278 0.361
H -3.78285 -2.17777 -2.45693 0.3631 0.1823 -0.1173 0.365
H -0.37666 1.29847 1.89153 0.2887 0.1130 0.2631 0.206
H 0.65818 3.57634 2.82673 -0.1083 -0.0861 0.4062 0.309
H 1.65785 2.40428 3.70221 0.1584 0.0990 0.0001 0.314
H -0.06800 2.38797 4.00716 -0.1485 0.0916 -0.2768 0.365

***

# 3
49
Properties=species:S:1:pos:R:3:forces:R:3:mulliken_charge:R:1 method="wB97M-V/def2-TZVPD" smiles="CN(C)[C@@H](Cc1c[nH]c(S(=O)(=O)O)n1)C(=O)O.CNC(=O)CNC(C)=O" homo_lumo_gap_ev=8.92 multiplicity=1 total_charge=0
C 6.22739 -3.06727 3.13203 -0.7067 -0.4125 -0.4910 -0.955
N 4.79890 -3.24657 2.79122 -0.3226 0.1620 0.1428 -0.004
C 4.17223 -4.43546 3.40183 0.5629 0.5056 -0.6502 -0.938
C 4.39363 -2.93808 1.38766 0.1380 -0.2499 1.0092 -0.196
C 4.57708 -1.41878 1.14779 -0.3155 -0.3503 -0.0855 -1.003
C 3.45060 -0.81953 0.35853 -0.7112 0.0369 -0.1348 0.392
C 3.55684 0.14179 -0.60525 -0.7344 -0.2800 0.2203 -0.741
N 2.25780 0.44640 -0.96031 -0.9089 0.4793 -0.4838 -0.012
C 1.38925 -0.33529 -0.20312 1.6534 0.0843 -0.5885 -0.046
S -0.46336 -0.25242 -0.36370 -3.4954 -0.1591 0.4254 1.255
O -1.16550 -1.49680 -0.01219 2.4707 1.6641 -0.7618 -0.606
O -1.04306 0.91044 0.33645 1.9379 -1.1242 -0.8323 -0.673
O -0.69985 0.04594 -1.96185 1.9839 -0.7902 2.1377 -0.527
N 2.11314 -1.10819 0.59209 -0.7074 0.1389 -0.1574 -0.473
C 5.10577 -3.83474 0.33432 1.4615 1.4601 -0.1540 0.452
O 6.15443 -3.45347 -0.16947 -1.7769 -1.3919 0.4528 -0.555
O 4.52607 -5.03924 0.05731 0.6376 0.7901 0.1692 -0.498
H 6.36578 -3.09375 4.21769 -0.2141 -0.0170 -0.1587 0.357
H 6.60761 -2.10802 2.76841 -0.1962 -0.1407 -0.0234 0.277
H 6.83116 -3.86516 2.68660 0.2563 -0.0007 0.0243 0.335
H 4.58348 -5.35428 2.97122 -0.0128 -0.3287 0.1149 0.338
H 3.08923 -4.42819 3.24055 0.1432 0.1441 -0.0359 0.284
H 4.35116 -4.45006 4.48179 0.0530 0.1037 -0.2077 0.341
H 3.32581 -3.16185 1.30893 -0.0541 0.1240 0.2688 0.869
H 5.53676 -1.19958 0.67222 -0.1631 -0.1056 -0.0782 0.322
H 4.57380 -0.91162 2.11691 0.0500 -0.3203 0.0730 0.423
H 4.47665 0.57594 -0.98494 -0.5971 0.1380 -0.2472 0.429
H 1.96678 1.10184 -1.68869 0.1793 -0.4202 0.4705 0.227
H -1.66699 0.24712 -1.97158 -0.6266 0.3999 -0.1897 0.571
H 3.72458 -5.12480 0.59042 0.0085 0.0010 -0.0721 0.416
C -4.80770 3.06850 0.27944 -0.1413 -0.1239 -0.2835 -0.888
N -3.88363 2.19283 -0.43681 -0.4724 0.4733 0.4512 -0.021
C -3.99052 1.67029 -1.66517 0.5182 0.3671 0.1599 0.411
O -3.16712 0.82019 -1.99162 -0.2177 -0.4603 -0.9688 -0.755
C -5.03697 2.11009 -2.71429 -0.2298 0.4644 0.4362 -0.621
N -5.55057 3.48795 -2.64576 1.4515 -0.8651 -0.3083 -0.143
C -6.75504 3.81957 -2.17640 -1.7585 0.0549 0.7842 0.768
C -7.11376 5.28774 -2.19467 0.0415 -0.1331 -0.0866 -1.211
O -7.54999 3.00601 -1.72827 0.3814 -0.1949 -0.1173 -0.636
H -4.75120 4.08411 -0.11219 -0.1025 0.0449 0.1164 0.219
H -5.82907 2.69152 0.19257 0.0411 0.1719 0.0108 0.317
H -4.54145 3.08921 1.33723 0.0745 -0.0962 -0.1856 0.350
H -3.09636 1.83644 0.09460 0.0127 -0.1615 -0.2441 0.275
H -5.87354 1.41428 -2.63772 -0.1170 0.1621 0.0498 0.291
H -4.59187 1.96191 -3.69776 0.1800 -0.1026 0.1904 0.368
H -4.95860 4.22682 -2.98658 0.0363 -0.0661 -0.0223 0.229
H -6.40300 5.84583 -1.58873 0.0671 0.1890 -0.0502 0.314
H -7.10187 5.65313 -3.21954 0.0723 0.2034 -0.0308 0.357
H -8.11492 5.40725 -1.78117 0.1696 -0.0682 -0.0580 0.316

***

# 4
49
Properties=species:S:1:pos:R:3:forces:R:3:mulliken_charge:R:1 method="wB97M-V/def2-TZVPD" homo_lumo_gap_ev=5.26 multiplicity=1 total_charge=+1
Au -0.66587 0.32799 -0.16143 -1.1193 1.3694 1.5169 0.841
S -3.00942 1.24608 -0.55953 1.8069 -0.8693 0.0665 -0.295
C -3.26224 1.11423 1.12775 -2.0439 0.7914 1.3100 0.814
S -1.94205 0.42137 1.97332 0.8809 -0.2044 -1.6301 -0.220
C -4.41000 1.54637 1.76660 1.5067 -0.5510 -0.8766 0.412
C -4.55298 1.37333 3.15465 0.0368 -0.1496 0.4621 -0.179
N -4.64544 1.18820 4.28325 0.0535 -0.0387 0.3762 -0.379
C -5.43970 2.16944 1.04128 -0.3566 0.1537 -0.3860 -0.185
N -6.26054 2.67430 0.41803 -0.2060 0.1468 -0.2519 -0.392
C -1.16744 -0.92729 -4.28126 -0.0534 -0.1699 0.1546 -0.970
As -1.44484 -2.18219 -2.81630 -0.0783 -0.3392 -0.3297 0.633
C -1.10956 -3.97759 -3.47529 -0.0586 -0.0066 -0.0605 -1.058
C -3.32527 -2.14992 -2.32446 0.1508 0.0511 0.0201 -0.875
S -0.02026 -1.85046 -1.28263 0.0117 -0.0251 -0.0200 -0.540
H -1.58255 -1.34105 -5.19996 -0.0332 0.0444 0.0288 0.416
H -0.09440 -0.76277 -4.40505 -0.1541 -0.1146 0.0744 0.332
H -1.66304 0.01737 -4.05044 -0.0038 -0.1085 0.0011 0.269
H -1.75222 -4.19819 -4.32998 0.0265 0.1009 0.0578 0.394
H -1.32699 -4.69303 -2.67747 0.0061 0.2166 -0.0290 0.352
H -0.06252 -4.09298 -3.76594 -0.1413 0.1863 0.0687 0.356
H -3.91166 -2.43023 -3.20001 0.0678 -0.0107 -0.0235 0.421
H -3.63121 -1.15774 -1.98795 0.1615 -0.1065 -0.0171 0.200
H -3.49972 -2.87545 -1.52656 0.1318 0.0951 -0.0883 0.344
C 2.37475 1.37417 0.41264 0.3103 0.3696 -0.3116 -0.708
N 1.40045 0.49198 1.08279 -1.1417 -0.3004 -0.6772 0.852
C 1.16827 1.01566 2.44544 -0.1294 0.3002 0.5032 -0.993
N 2.39960 1.09693 3.19013 -0.2023 0.2455 0.5846 0.124
C 3.32699 1.97735 2.49649 -0.0538 0.1244 -0.0109 -0.661
N 3.60996 1.46281 1.16015 0.2384 0.3540 -0.3514 0.124
C 4.19261 0.13169 1.29514 -0.0085 -0.0305 -0.1318 -0.687
N 3.26124 -0.75759 1.97238 0.2075 -0.7079 0.0089 0.145
C 2.02873 -0.83738 1.22301 0.2365 -0.5670 0.0189 -0.796
C 2.99040 -0.22934 3.30287 -0.0565 0.0117 -0.0106 -0.653
H 1.94151 2.37412 0.32107 -0.0324 -0.0623 -0.0036 0.239
H 2.58139 0.96954 -0.58290 -0.0499 0.0207 0.0489 0.177
H 0.47950 0.34741 2.96741 0.0671 0.0650 -0.0518 0.411
H 0.72137 2.01026 2.36950 -0.0469 -0.0950 -0.0094 0.244
H 4.25735 2.04395 3.06306 -0.0540 0.0247 -0.0449 0.328
H 2.88466 2.97261 2.41661 0.0516 0.0104 0.0152 0.335
H 5.11348 0.20493 1.87705 -0.0443 -0.0386 -0.0781 0.329
H 4.42394 -0.26798 0.30584 0.0263 0.0079 0.0094 0.321
H 1.32995 -1.50111 1.73546 -0.0289 0.0133 -0.0230 0.135
H 2.22282 -1.23490 0.22450 0.0343 0.0140 0.0374 0.363
H 3.92339 -0.15888 3.86536 -0.0712 -0.0580 -0.0235 0.329
H 2.30150 -0.89260 3.82955 0.0361 0.0040 0.0082 0.326
N -0.07676 1.82607 -1.96257 0.0030 -0.2616 0.0734 -0.765
H 0.62895 1.44227 -2.58155 -0.0101 0.0092 -0.0336 0.274
H 0.22990 2.74407 -1.66133 -0.0010 0.0288 0.0496 0.240
H -0.93604 1.95418 -2.48869 0.1274 0.0563 -0.0209 0.278

***

Values for energy relative to the best compared isomer or geometry (same formula, charge and spin), kJ/mol, ordered as above
0.2; 28.6; 0.0; 83.1